# C4H10NS

A 2-piece molecular cluster, C4H10NS overall at a distorted geometry (ωB97M-V/def2-TZVPD, OMol25).

```
16
Properties=species:S:1:pos:R:3
C -1.238 -0.884 -1.329
C -1.427 0.590 -1.133
C -0.916 -0.389 1.166
C 2.826 -1.239 0.276
N -0.613 -0.226 -0.225
S 2.034 0.180 -0.460
H -1.967 -1.634 -0.980
H -0.624 -1.176 -2.158
H -0.781 1.322 -1.723
H -2.335 0.975 -0.840
H -1.499 -1.233 1.405
H 0.043 -0.801 1.649
H -1.191 0.608 1.610
H 3.841 -1.266 0.192
H 2.352 -2.099 -0.162
H 2.567 -0.998 1.341
```

Computed properties:
LUMO (spin up / spin down) ... -7.5103 / -7.4431 eV
HOMO level (spin up / spin down) ... -13.94 / -14.13 eV
Electronic energy ... -610.9176 Ha
Net charge ... +1
ΔE to the lowest compared entry with this formula, charge and spin ... 116.5 kcal per mole


# C4H10NS

An isolated ion of composition C4H10NS and charge +1 at a distorted geometry (ωB97M-V/def2-TZVPD, OMol25).

```
16
Properties=species:S:1:pos:R:3
C -1.255 0.291 -0.852
C -0.636 0.055 0.456
C 0.519 1.333 1.240
C 1.120 -0.822 -1.239
N -0.165 -0.743 -0.641
S -1.667 -0.787 1.743
H -2.183 -0.128 -1.008
H -1.074 1.195 -1.313
H 0.708 2.266 0.589
H 1.408 0.822 1.592
H -0.231 1.668 1.976
H 1.868 -1.310 -0.687
H 1.014 -1.325 -2.117
H 1.579 0.155 -1.522
H -0.591 -1.671 -0.579
H -0.413 -1.001 2.361
```

Computed properties:
SMILES ... C[N@@H+]1C[C@@]1(C)S
LUMO ... -3.2663 eV
HOMO level ... -14.06 eV
Electronic energy ... -610.9896 Ha
Net charge ... +1
ΔE to the lowest compared entry with this formula, charge and spin ... 71.3 kcal per mole


# C4H10NS2

A 2-piece molecular cluster, C4H10NS2 overall at a distorted geometry (ωB97M-V/def2-TZVPD, OMol25).

```
17
Properties=species:S:1:pos:R:3
C 0.395 2.482 0.248
C 0.429 -2.567 0.849
C -1.121 -0.881 -1.089
C 0.680 -1.126 0.389
N -0.035 -0.335 -0.300
S -0.894 3.428 -0.427
S 1.933 3.055 0.480
H 1.212 -3.277 0.693
H 0.316 -2.469 1.944
H -0.507 -2.915 0.287
H -1.241 -1.900 -1.131
H -2.120 -0.470 -0.767
H -0.859 -0.480 -2.123
H 1.638 -0.563 0.672
H 0.365 1.249 0.238
H -1.876 2.418 -0.424
H 1.684 4.350 0.463
```

Computed properties:
LUMO ... -5.5809 eV
HOMO level ... -13.63 eV
Electronic energy ... -1009.1863 Ha
Net charge ... +1
ΔE to the lowest compared entry with this formula, charge and spin ... 50.0 kcal per mole


# C4H10NS2

A 2-piece molecular cluster, C4H10NS2 overall at a distorted geometry (ωB97M-V/def2-TZVPD, OMol25).

```
17
Properties=species:S:1:pos:R:3
C -2.483 -0.097 -0.191
C 0.864 1.113 -1.021
C 1.418 -0.452 1.323
C 0.472 -0.286 -0.904
N 0.792 -1.029 0.112
S -3.561 1.092 0.324
S -2.964 -1.786 -0.206
H 1.818 1.365 -0.686
H 0.802 1.312 -2.087
H 0.065 1.865 -0.596
H 2.365 -0.390 0.968
H 0.995 0.484 1.787
H 1.449 -1.335 2.115
H 0.080 -0.916 -1.683
H 0.555 -1.996 0.022
H -2.760 2.209 0.387
H -4.289 -2.068 0.308
```

Computed properties:
LUMO ... -4.1252 eV
HOMO level ... -12.62 eV
Electronic energy ... -1009.1665 Ha
Net charge ... +1
ΔE to the lowest compared entry with this formula, charge and spin ... 62.4 kcal per mole


# C4H10O

A 2-piece molecular cluster, C4H10O overall (ωB97M-V/def2-TZVPD, OMol25).

```
15
Properties=species:S:1:pos:R:3
C 0.268 2.116 0.794
C 0.491 0.809 0.685
C -0.581 -0.221 0.452
C -0.218 -1.455 -0.374
O -1.225 -2.413 -0.090
H -0.728 2.532 0.650
H 1.077 2.819 0.979
H 0.899 1.323 -1.407
H 1.079 0.770 -1.868
H 1.515 0.435 0.768
H -1.477 0.243 0.022
H -0.868 -0.609 1.436
H -0.184 -1.227 -1.450
H 0.777 -1.832 -0.085
H -1.085 -3.189 -0.645
```

Computed properties:
SMILES ... C=CCCO.[H][H]
LUMO ... 0.9656 eV
HOMO level ... -9.48 eV
Electronic energy ... -233.5624 Ha
ΔE to the lowest compared entry with this formula, charge and spin ... 51.8 kcal per mole


# C4H10O

A 2-piece molecular cluster, C4H10O overall at a distorted geometry (ωB97M-V/def2-TZVPD, OMol25).

```
15
Properties=species:S:1:pos:R:3
C 1.150 0.394 -2.174
O -0.242 0.448 -1.866
H 1.416 0.966 -3.070
H 1.703 0.845 -1.338
H 1.527 -0.616 -2.300
H -0.345 1.355 -1.587
C -0.215 -1.607 1.421
C -0.084 -0.146 1.787
C -0.828 0.878 1.384
H -0.432 -2.158 2.338
H -1.082 -1.716 0.768
H 0.682 -2.005 0.957
H 0.716 0.053 2.498
H -0.541 1.920 1.427
H -1.567 0.691 0.606
```

Computed properties:
SMILES ... C=CC.CO
LUMO ... 0.9745 eV
HOMO level ... -9.57 eV
Electronic energy ... -233.5834 Ha
ΔE to the lowest compared entry with this formula, charge and spin ... 38.6 kcal per mole


# C4H10O

One molecule with the formula C4H10O at a distorted geometry (ωB97M-V/def2-TZVPD, OMol25).

```
15
Properties=species:S:1:pos:R:3
C -0.828 -0.082 1.039
O -0.609 0.737 2.289
C -0.114 0.472 -0.087
C 0.554 -0.719 -0.900
C 0.995 -0.351 -2.352
H -0.650 -1.143 1.255
H -1.974 0.151 0.890
H -0.868 0.319 3.140
H 0.678 1.013 0.415
H -0.676 1.096 -0.711
H -0.244 -1.564 -0.918
H 1.530 -1.064 -0.510
H 0.275 -0.239 -3.171
H 1.752 -1.003 -2.687
H 1.408 0.620 -2.222
```

Computed properties:
SMILES ... CCCCO
LUMO ... 1.1070 eV
HOMO level ... -9.96 eV
Electronic energy ... -233.5894 Ha
ΔE to the lowest compared entry with this formula, charge and spin ... 34.8 kcal per mole


# C4H10O

C4H10O as an isolated structure (ωB97M-V/def2-TZVPD, OMol25).

```
15
Properties=species:S:1:pos:R:3
C -2.127 0.399 0.518
C -1.214 -0.386 -0.428
C 0.193 0.119 -0.396
O 1.149 -0.745 -0.567
C 2.443 -0.483 -0.508
H -2.136 1.465 0.262
H -3.159 0.034 0.460
H -1.782 0.306 1.552
H -1.624 -0.327 -1.449
H -1.206 -1.448 -0.158
H 1.230 0.482 1.438
H 0.422 1.170 -0.573
H 2.774 0.512 -0.793
H 1.974 0.253 1.323
H 3.064 -1.353 -0.681
```

Computed properties:
LUMO (spin up / spin down) ... 0.8672 / 0.9171 eV
HOMO level (spin up / spin down) ... -7.27 / -7.39 eV
Electronic energy ... -233.4798 Ha
ΔE to the lowest compared entry with this formula, charge and spin ... 103.6 kcal per mole


# C4H10O

One molecule with the formula C4H10O at a distorted geometry (ωB97M-V/def2-TZVPD, OMol25).

```
15
Properties=species:S:1:pos:R:3
C -1.893 -0.445 -0.231
C -0.753 0.184 0.528
C 0.602 -0.234 -0.106
C 1.822 0.458 0.490
O 0.419 0.259 -1.454
H -1.700 -1.449 -0.591
H -2.339 0.106 -1.083
H -2.823 -0.408 0.420
H -0.730 1.266 0.497
H -0.716 -0.033 1.603
H 0.551 -1.318 0.026
H 2.730 0.105 -0.054
H 1.633 1.533 0.584
H 2.074 -0.043 1.432
H 1.123 0.017 -2.061
```

Computed properties:
SMILES ... CC[C@H](C)O
LUMO ... 1.0085 eV
HOMO level ... -10.33 eV
Electronic energy ... -233.6155 Ha
ΔE to the lowest compared entry with this formula, charge and spin ... 18.5 kcal per mole


# C4H10O

A 2-piece molecular cluster, C4H10O overall (ωB97M-V/def2-TZVPD, OMol25).

```
15
Properties=species:S:1:pos:R:3
C -0.028 0.113 -2.383
C -0.097 0.449 -0.889
C -0.991 -0.542 -0.189
C 0.680 -0.015 2.557
O -2.079 -0.286 0.269
H -1.018 0.194 -2.842
H 0.336 -0.909 -2.542
H 0.649 0.794 -2.905
H 0.907 0.391 -0.445
H -0.495 1.455 -0.723
H -0.588 -1.579 -0.141
H 1.124 -0.831 1.978
H 1.187 0.923 2.314
H 0.794 -0.226 3.622
H -0.382 0.070 2.317
```

Computed properties:
SMILES ... CCC=O.C
LUMO ... 0.9327 eV
HOMO level ... -9.83 eV
Electronic energy ... -233.6227 Ha
ΔE to the lowest compared entry with this formula, charge and spin ... 14.0 kcal per mole


# C4H10O

A 2-piece molecular cluster, C4H10O overall at a distorted geometry (ωB97M-V/def2-TZVPD, OMol25).

```
15
Properties=species:S:1:pos:R:3
C 1.114 0.266 -1.577
C 0.392 -0.974 -1.930
C -0.186 -1.000 -3.109
C 0.160 -2.206 -1.033
H 0.907 0.790 -0.642
H 1.054 0.991 -2.451
H 2.201 0.118 -1.429
H -0.557 -1.927 -3.676
H -0.358 -0.001 -3.460
H -0.782 -2.640 -1.550
H 0.038 -1.963 0.040
H 1.111 -2.767 -1.120
H -1.901 2.451 5.834
H -0.543 3.257 5.454
O -1.256 3.148 6.112
```

Computed properties:
SMILES ... C=C(C)C.O
LUMO ... 0.9171 eV
HOMO level ... -9.03 eV
Electronic energy ... -233.5766 Ha
ΔE to the lowest compared entry with this formula, charge and spin ... 42.9 kcal per mole


# C4H10O

C4H10O as an isolated structure at a distorted geometry (ωB97M-V/def2-TZVPD, OMol25).

```
15
Properties=species:S:1:pos:R:3
C -2.228 -0.100 -0.125
C -0.844 0.320 0.326
C 0.282 -0.602 -0.003
C 1.593 0.146 0.060
O 2.622 -0.811 -0.046
H -2.343 -0.918 -0.842
H -3.103 0.117 0.495
H -1.774 0.855 -0.629
H -0.518 1.461 -0.395
H -0.872 0.755 1.315
H 0.141 -1.038 -1.002
H 0.301 -1.437 0.704
H 1.635 0.891 -0.753
H 1.647 0.705 1.011
H 3.460 -0.344 -0.116
```

Computed properties:
LUMO ... 0.9139 eV
HOMO level ... -8.64 eV
Electronic energy ... -233.5096 Ha
ΔE to the lowest compared entry with this formula, charge and spin ... 85.0 kcal per mole


# C4H10O

A 2-piece molecular cluster, C4H10O overall (ωB97M-V/def2-TZVPD, OMol25).

```
15
Properties=species:S:1:pos:R:3
C -1.567 1.160 0.250
C -0.630 1.076 1.454
H -1.737 0.209 -0.251
H -1.165 1.883 -0.463
H -2.526 1.553 0.564
H 0.418 0.962 1.158
H -0.652 2.050 1.947
H -0.941 0.315 2.167
C 1.852 -0.463 -0.927
C 1.230 -1.703 -0.797
O 0.116 -1.853 -1.405
H 2.794 -0.173 -0.489
H 1.365 0.292 -1.535
H 1.640 -2.533 -0.233
H -0.197 -2.774 -1.441
```

Computed properties:
LUMO (spin up / spin down) ... -4.9782 / -8.6351 eV
HOMO level (spin up / spin down) ... -15.14 / -15.15 eV
2S+1 ... 2
Electronic energy ... -233.2737 Ha
Net charge ... +1
ΔE to the lowest compared entry with this formula, charge and spin ... 14.4 kcal per mole


# C4H10O2

A 2-piece molecular cluster, C4H10O2 overall (ωB97M-V/def2-TZVPD, OMol25).

```
16
Properties=species:S:1:pos:R:3
C -0.932 1.711 2.155
O -1.348 0.405 1.840
C -0.602 -0.197 -1.194
C 0.650 -0.812 -0.619
C 1.616 -1.447 -1.591
O 0.879 -0.814 0.579
H -0.311 2.158 1.361
H -1.831 2.325 2.266
H -0.366 1.759 3.097
H -1.012 0.552 -0.514
H -0.431 0.214 -2.194
H -1.353 -0.993 -1.286
H 2.261 -2.156 -1.068
H 2.241 -0.659 -2.030
H 1.088 -1.940 -2.414
H -0.550 -0.105 1.613
```

Computed properties:
SMILES ... CC(C)=O.CO
LUMO ... 0.8464 eV
HOMO level ... -9.81 eV
Electronic energy ... -308.8698 Ha
ΔE to the lowest compared entry with this formula, charge and spin ... 17.8 kcal per mole


# C4H10O2

One molecule with the formula C4H10O2 (ωB97M-V/def2-TZVPD, OMol25).

```
16
Properties=species:S:1:pos:R:3
C -0.481 -1.870 -0.435
C -0.692 -0.408 -0.064
O -1.068 -0.282 1.302
C 0.565 0.438 -0.323
C 0.283 1.928 -0.207
O 1.588 0.040 0.586
H 0.405 -2.260 0.079
H -0.324 -1.991 -1.512
H -1.353 -2.463 -0.143
H -1.529 0.008 -0.638
H -0.417 -0.793 1.802
H 0.954 0.207 -1.322
H -0.407 2.261 -0.990
H -0.183 2.139 0.763
H 1.210 2.503 -0.296
H 1.447 0.544 1.398
```

Computed properties:
SMILES ... C[C@@H](O)[C@@H](C)O
LUMO ... 0.9015 eV
HOMO level ... -10.08 eV
Electronic energy ... -308.8804 Ha
ΔE to the lowest compared entry with this formula, charge and spin ... 11.1 kcal per mole